#i
This record from the OMol25 dataset describes one molecule with the formula C3H4N2OS. The level of theory is the ωB97M-V functional and the def2-TZVPD basis.

Atoms and positions in Å:
H (0.58, -2.26, -0.40)
N (1.40, -1.72, -0.14)
C (1.19, -0.48, 0.06)
N (-0.07, 0.20, 0.01)
C (-0.02, 1.62, -0.04)
O (1.04, 2.22, -0.09)
C (-1.26, -0.48, 0.09)
S (-2.76, 0.12, -0.07)
H (2.00, 0.21, 0.31)
H (-0.98, 2.10, -0.02)
H (-1.10, -1.53, 0.29)

Its highest occupied orbital energy is -9.5 eV. Its charge is 0. The value obtained for the frontier orbital gap is 0.3190 Eh. As for the structure (SMILES): [H]/N=C\N(C=O)C=S. The LUMO energy comes out at -0.795 eV.

Results of the Mulliken charge analysis, in e, for atoms 1 through 5:
1 H 0.214
2 N -0.614
3 C 0.213
4 N 0.052
5 C 0.086

#ii
This record from the OMol25 dataset describes one molecule with the formula C3H4N2OS. The level of theory is the ωB97M-V functional and the def2-TZVPD basis.

Atoms and positions in Å:
C (0.45, 1.50, 0.95)
C (-0.68, 0.78, 1.08)
C (1.44, 1.21, 0.02)
N (2.15, 0.93, -0.83)
N (-0.72, -2.10, -1.79)
O (-0.96, -0.28, 0.36)
S (-0.17, -1.80, -0.42)
H (0.61, 2.56, 1.46)
H (-1.40, 0.90, 1.86)
H (0.81, -0.97, -0.73)
H (-1.53, -2.72, -1.96)

Its highest occupied orbital energy is -9.1 eV. Its charge is 0. The value obtained for the frontier orbital gap is 0.3276 Eh. The LUMO energy comes out at -0.203 eV.

Results of the Mulliken charge analysis, in e, for atoms 1 through 5:
1 C -0.511
2 C 0.144
3 C 0.369
4 N -0.478
5 N -0.430

Order of stability, best first: #i, #ii

#i
This record from the OMol25 dataset describes one molecule with the formula C3H4N2OS. The level of theory is the ωB97M-V functional and the def2-TZVPD basis.

Atoms and positions in Å:
C (-0.94, -1.66, -0.08)
C (-0.92, -0.26, 0.08)
C (1.58, 0.10, -0.08)
N (-0.94, -2.82, -0.14)
N (0.18, 0.48, -0.03)
O (-2.05, 2.12, 0.01)
S (-2.49, 0.72, 0.12)
H (2.11, 0.91, -0.28)
H (1.85, -0.25, 0.84)
H (1.64, -0.73, -0.86)
H (-0.03, 1.38, 0.43)

Its highest occupied orbital energy (alpha / beta) is -8.3 / -8.1 eV. Its charge is 0. The value obtained for the frontier orbital gap (alpha / beta) is 0.2737 / 0.2639 Eh. The LUMO energy (alpha / beta) comes out at -0.848 / -0.931 eV.

Results of the Mulliken charge analysis, in e, for atoms 1 through 5:
1 C 0.106
2 C 0.330
3 C -0.876
4 N -0.341
5 N -0.239

#ii
This record from the OMol25 dataset describes one molecule with the formula C3H4N2OS. The level of theory is the ωB97M-V functional and the def2-TZVPD basis.

Atoms and positions in Å:
O (-2.90, -0.32, -0.04)
C (-2.03, -1.13, -0.03)
N (-0.62, -0.87, -0.11)
C (-0.32, 0.35, 0.02)
N (0.92, 0.95, -0.10)
C (2.13, 0.32, -0.08)
S (2.47, -1.27, -0.02)
H (-2.24, -2.23, 0.04)
H (-1.21, 1.10, 0.18)
H (0.87, 2.00, 0.05)
H (2.95, 1.12, 0.08)

Its highest occupied orbital energy is -8.6 eV. Its charge is 0. The value obtained for the frontier orbital gap is 0.2973 Eh. As for the structure (SMILES): O=C/N=C/NC=S. The LUMO energy comes out at -0.508 eV.

Results of the Mulliken charge analysis, in e, for atoms 1 through 5:
1 O -0.467
2 C 0.121
3 N -0.402
4 C 0.021
5 N -0.104

#iii
This record from the OMol25 dataset describes one molecule with the formula C3H4N2OS. The level of theory is the ωB97M-V functional and the def2-TZVPD basis.

Atoms and positions in Å:
O (2.29, -0.34, -0.30)
C (0.99, -0.32, -0.26)
C (0.13, -1.41, 0.13)
S (-1.53, -1.06, -0.39)
N (-1.93, 0.49, -0.09)
C (-0.95, 1.34, -0.07)
N (0.40, 0.93, -0.34)
H (0.04, -1.34, 1.20)
H (0.60, -2.34, 0.05)
H (-1.14, 2.27, 0.17)
H (1.09, 1.78, -0.11)

Its highest occupied orbital energy is -8.7 eV. Its charge is 0. The value obtained for the frontier orbital gap is 0.3293 Eh. As for the structure (SMILES): O=C1CSN=CN1. The LUMO energy comes out at 0.262 eV.

Results of the Mulliken charge analysis, in e, for atoms 1 through 5:
1 O -0.622
2 C 0.445
3 C -0.511
4 S -0.048
5 N -0.391

#iv
This record from the OMol25 dataset describes C3H4N2OS as an isolated structure. The level of theory is the ωB97M-V functional and the def2-TZVPD basis.

Atoms and positions in Å:
C (0.40, 0.33, -0.10)
C (-1.83, -0.05, -0.13)
C (-1.13, -1.24, -0.06)
H (4.09, 0.42, 0.86)
H (-0.89, 2.04, 0.44)
H (-2.93, 0.38, 0.05)
H (-1.61, -2.22, -0.30)
N (1.62, 0.87, -0.52)
N (-0.84, 0.97, -0.01)
O (0.23, -1.09, -0.17)
S (2.89, -0.41, -0.06)

Its highest occupied orbital energy is -8.0 eV. Its charge is 0. The value obtained for the frontier orbital gap is 0.3093 Eh. The LUMO energy comes out at 0.415 eV.

Results of the Mulliken charge analysis, in e, for atoms 1 through 5:
1 C 0.405
2 C -0.182
3 C -0.248
4 H 0.120
5 H 0.349

Order of stability, best first: #ii, #iii, #i, #iv

#i
This record from the OMol25 dataset describes one molecule with the formula C3H4N2OS. The level of theory is the ωB97M-V functional and the def2-TZVPD basis.

Atoms and positions in Å:
C (1.50, -0.52, 0.00)
N (0.76, -1.56, 0.19)
O (-0.38, -1.15, 1.02)
C (-1.39, -0.91, 0.13)
N (-1.43, 0.15, -0.56)
S (-0.20, 1.37, -0.63)
C (1.17, 0.90, 0.46)
H (2.32, -0.68, -0.67)
H (-2.14, -1.66, 0.09)
H (1.07, 1.02, 1.55)
H (1.99, 1.61, 0.10)

Its highest occupied orbital energy is -9.1 eV. Its charge is 0. The value obtained for the frontier orbital gap is 0.3599 Eh. As for the structure (SMILES): C1=NOC=NSC1. The LUMO energy comes out at 0.708 eV.

Results of the Mulliken charge analysis, in e, for atoms 1 through 5:
1 C 0.003
2 N -0.443
3 O -0.255
4 C 0.125
5 N -0.367

#ii
This record from the OMol25 dataset describes one molecule with the formula C3H4N2OS. The level of theory is the ωB97M-V functional and the def2-TZVPD basis.

Atoms and positions in Å:
N (-0.73, 1.64, -0.25)
C (-0.23, 0.42, -0.01)
C (1.11, -0.01, 0.04)
N (1.24, -1.35, -0.24)
O (-0.04, -1.86, -0.08)
C (-0.95, -0.80, -0.16)
S (-2.55, -0.93, -0.04)
H (-0.05, 2.47, -0.09)
H (-1.72, 1.93, 0.26)
H (2.04, 0.58, 0.41)
H (1.90, -2.09, 0.15)

Its highest occupied orbital energy is -7.7 eV. Its charge is 0. The value obtained for the frontier orbital gap is 0.2926 Eh. As for the structure (SMILES): Nc1c[nH]oc1=S. The LUMO energy comes out at 0.276 eV.

Results of the Mulliken charge analysis, in e, for atoms 1 through 5:
1 N -0.554
2 C 0.483
3 C -0.452
4 N -0.110
5 O -0.258

Order of stability, best first: #ii, #i

#i
This record from the OMol25 dataset describes a 4-piece molecular cluster, C2H13NO4 overall. The level of theory is the ωB97M-V functional and the def2-TZVPD basis.

Atoms and positions in Å:
N (-0.55, -0.93, -0.59)
C (-1.91, -0.34, -0.42)
C (-2.01, 0.97, -1.10)
O (-1.34, 2.02, -0.35)
H (-0.05, -0.46, 0.17)
H (-0.53, -1.89, -0.26)
H (-2.61, -1.12, -0.75)
H (-2.14, -0.24, 0.64)
H (-1.79, 0.97, -2.17)
H (-3.09, 1.20, -1.08)
H (-2.05, 2.67, -0.27)
O (0.55, 0.66, 1.65)
H (0.04, 1.32, 1.18)
H (0.32, 0.51, 2.57)
O (3.17, -0.27, 1.29)
H (4.05, -0.09, 0.97)
H (2.47, 0.35, 1.42)
O (2.65, -2.11, -0.84)
H (2.58, -1.26, -0.37)
H (2.24, -1.96, -1.70)

Its highest occupied orbital energy is -9.5 eV. Its charge is 0. The value obtained for the frontier orbital gap is 0.3678 Eh. As for the structure (SMILES): NCCO.O.O.O. The LUMO energy comes out at 0.516 eV.

Results of the Mulliken charge analysis, in e, for atoms 1 through 5:
1 N -0.565
2 C -0.480
3 C -0.488
4 O -0.518
5 H 0.244

#ii
This record from the OMol25 dataset describes a 4-piece molecular cluster, C2H13NO4 overall. The level of theory is the ωB97M-V functional and the def2-TZVPD basis.

Atoms and positions in Å:
N (-0.74, -1.34, 0.15)
C (-1.59, -0.91, 1.30)
C (-1.00, 0.30, 2.01)
O (0.44, 0.22, 2.12)
H (-1.31, -1.30, -0.68)
H (0.18, -1.42, 0.52)
H (-2.55, -0.66, 0.85)
H (-1.67, -1.76, 1.99)
H (-1.28, 1.21, 1.49)
H (-1.33, 0.45, 3.04)
H (0.63, -0.66, 2.48)
O (2.48, 2.36, 1.37)
H (3.42, 2.53, 1.49)
H (2.19, 1.73, 2.03)
O (-2.00, -0.85, -2.46)
H (-2.44, -1.46, -3.06)
H (-1.03, -0.94, -2.36)
O (1.87, 0.10, -3.76)
H (1.41, 0.93, -3.89)
H (1.71, -0.06, -2.82)

Its highest occupied orbital energy is -8.8 eV. Its charge is 0. The value obtained for the frontier orbital gap is 0.3440 Eh. As for the structure (SMILES): NCCO.O.O.O. The LUMO energy comes out at 0.564 eV.

Results of the Mulliken charge analysis, in e, for atoms 1 through 5:
1 N -0.391
2 C -0.601
3 C -0.348
4 O -0.528
5 H 0.337

Order of stability, best first: #i, #ii

#i
This record from the OMol25 dataset describes a 5-piece molecular cluster, C2H13NO4 overall. The level of theory is the ωB97M-V functional and the def2-TZVPD basis.

Atoms and positions in Å:
C (-0.09, 4.06, 0.76)
N (-0.47, 2.96, 0.32)
C (-0.38, 1.77, 1.17)
H (-0.16, 4.96, 0.15)
H (0.35, 4.24, 1.74)
H (-1.39, 1.35, 1.17)
H (0.27, 1.06, 0.70)
H (0.00, 2.01, 2.16)
O (3.06, -3.26, -1.27)
H (2.31, -2.71, -1.03)
H (3.11, -3.22, -2.23)
O (1.37, -0.71, -1.94)
H (1.95, -0.46, -2.67)
H (0.71, -0.02, -1.81)
O (-2.81, -6.04, 2.78)
H (-3.51, -5.59, 3.26)
H (-2.06, -6.15, 3.37)
O (-0.60, 1.56, -2.33)
H (-0.78, 1.87, -1.43)
H (-0.87, 2.32, -2.86)

Its highest occupied orbital energy is -10.4 eV. Its charge is 0. The value obtained for the frontier orbital gap is 0.4102 Eh. As for the structure (SMILES): C=NC.O.O.O.O. The LUMO energy comes out at 0.770 eV.

Results of the Mulliken charge analysis, in e, for atoms 1 through 5:
1 C -0.280
2 N -0.324
3 C -0.808
4 H 0.242
5 H 0.189

#ii
This record from the OMol25 dataset describes a 5-piece molecular cluster, C2H13NO4 overall. The level of theory is the ωB97M-V functional and the def2-TZVPD basis.

Atoms and positions in Å:
C (-0.06, -1.18, 3.17)
C (-0.74, -0.16, 2.64)
N (-2.02, -0.15, 2.10)
H (-0.31, -2.23, 3.04)
H (0.99, -1.05, 3.41)
H (-0.32, 0.84, 2.76)
H (-2.20, -0.89, 1.44)
H (-2.49, 0.72, 2.13)
O (1.60, -2.05, -0.77)
H (1.49, -2.74, -1.43)
H (1.42, -2.41, 0.09)
O (0.26, 0.77, -0.27)
H (0.90, 0.16, -0.69)
H (-0.62, 0.39, -0.42)
O (-2.21, 2.68, -2.25)
H (-3.15, 2.57, -2.48)
H (-2.21, 3.39, -1.61)
O (2.98, 0.00, -2.90)
H (2.49, -0.84, -2.82)
H (2.41, 0.63, -3.34)

Its highest occupied orbital energy is -8.3 eV. Its charge is 0. The value obtained for the frontier orbital gap is 0.3204 Eh. As for the structure (SMILES): C=CN.O.O.O.O. The LUMO energy comes out at 0.416 eV.

Results of the Mulliken charge analysis, in e, for atoms 1 through 5:
1 C -0.898
2 C 0.202
3 N -0.487
4 H 0.279
5 H 0.253

#iii
This record from the OMol25 dataset describes a 4-piece molecular cluster, C2H13NO4 overall. The level of theory is the ωB97M-V functional and the def2-TZVPD basis.

Atoms and positions in Å:
N (2.01, -1.21, -0.21)
C (1.37, -0.24, 0.71)
C (0.16, -0.90, 1.39)
O (-0.36, -1.98, 0.60)
H (2.87, -1.56, 0.18)
H (2.20, -0.78, -1.10)
H (2.13, 0.01, 1.44)
H (0.96, 0.57, 0.12)
H (0.21, -1.21, 2.43)
H (-0.67, -0.19, 1.43)
H (0.43, -2.24, 0.10)
O (-1.75, 1.99, -1.28)
H (-2.15, 1.56, -2.04)
H (-1.70, 1.27, -0.63)
O (-3.06, -0.73, 0.22)
H (-3.37, -0.38, 1.07)
H (-2.41, -1.41, 0.43)
O (1.24, 2.71, -1.33)
H (1.61, 2.19, -2.06)
H (0.29, 2.54, -1.48)

Its highest occupied orbital energy is -10.2 eV. Its charge is 0. The value obtained for the frontier orbital gap is 0.3959 Eh. As for the structure (SMILES): NCCO.O.O.O. The LUMO energy comes out at 0.572 eV.

Results of the Mulliken charge analysis, in e, for atoms 1 through 5:
1 N -0.595
2 C 0.107
3 C -0.496
4 O -0.573
5 H 0.192

Order of stability, best first: #iii, #i, #ii

#i
This record from the OMol25 dataset describes a 6-piece molecular cluster, H12O6 overall. The level of theory is the ωB97M-V functional and the def2-TZVPD basis.

Atoms and positions in Å:
O (-4.99, -1.54, -37.40)
H (-5.27, -1.45, -36.48)
H (-4.51, -0.73, -37.58)
O (-4.72, -3.93, -33.94)
H (-4.08, -3.77, -33.24)
H (-4.80, -3.09, -34.40)
O (-6.54, -6.01, -34.41)
H (-7.37, -5.52, -34.47)
H (-5.90, -5.37, -34.06)
O (-5.51, -0.44, -34.73)
H (-6.44, -0.24, -34.62)
H (-5.08, -0.04, -33.96)
O (-3.23, -2.71, -31.40)
H (-2.37, -2.31, -31.57)
H (-3.83, -1.96, -31.31)
O (-2.52, -6.00, -32.19)
H (-2.08, -5.36, -32.75)
H (-1.88, -6.71, -32.08)

Its highest occupied orbital energy is -10.2 eV. Its charge is 0. The value obtained for the frontier orbital gap is 0.3677 Eh. As for the structure (SMILES): O.O.O.O.O.O. The LUMO energy comes out at -0.238 eV.

Results of the Mulliken charge analysis, in e, for atoms 1 through 5:
1 O -0.641
2 H 0.357
3 H 0.302
4 O -0.678
5 H 0.319

#ii
This record from the OMol25 dataset describes a 6-piece molecular cluster, H12O6 overall. The level of theory is the ωB97M-V functional and the def2-TZVPD basis.

Atoms and positions in Å:
O (6.45, -0.05, 0.69)
H (5.50, 0.06, 0.59)
H (6.83, 0.63, 0.13)
O (2.10, -2.09, -3.25)
H (1.66, -2.03, -4.10)
H (2.82, -2.70, -3.40)
O (-2.74, -1.80, 4.86)
H (-3.05, -2.05, 5.73)
H (-1.80, -1.64, 4.98)
O (-2.28, 3.77, -0.14)
H (-2.45, 4.02, -1.05)
H (-2.63, 4.50, 0.38)
O (-4.71, -0.61, -2.28)
H (-4.22, -1.36, -2.60)
H (-4.04, 0.05, -2.09)
O (1.10, 0.32, 0.79)
H (1.05, 0.00, -0.11)
H (0.40, 0.97, 0.86)

Its highest occupied orbital energy is -11.4 eV. Its charge is 0. The value obtained for the frontier orbital gap is 0.4342 Eh. As for the structure (SMILES): O.O.O.O.O.O. The LUMO energy comes out at 0.406 eV.

Results of the Mulliken charge analysis, in e, for atoms 1 through 5:
1 O -0.641
2 H 0.324
3 H 0.317
4 O -0.634
5 H 0.317

#iii
This record from the OMol25 dataset describes a 6-piece molecular cluster, H12O6 overall. The level of theory is the ωB97M-V functional and the def2-TZVPD basis.

Atoms and positions in Å:
O (0.88, -1.23, 0.01)
H (1.19, -0.33, 0.14)
H (0.57, -1.51, -0.84)
O (0.11, -0.85, -2.82)
H (-0.29, 0.08, -2.77)
H (0.15, -1.12, -3.73)
O (-0.50, 1.67, -1.40)
H (0.18, 1.84, -0.77)
H (-1.31, 1.61, -0.87)
O (-0.61, -1.74, 2.35)
H (-0.95, -2.52, 2.66)
H (0.07, -2.01, 1.72)
O (1.45, 1.31, 0.45)
H (1.49, 1.93, 1.22)
H (0.61, 0.88, 0.75)
O (-1.15, 0.81, 1.31)
H (-1.42, 0.02, 1.89)
H (-1.80, 1.48, 1.35)

Its highest occupied orbital energy is -10.7 eV. Its charge is 0. The value obtained for the frontier orbital gap is 0.4102 Eh. As for the structure (SMILES): O.O.O.O.O.O. The LUMO energy comes out at 0.431 eV.

Results of the Mulliken charge analysis, in e, for atoms 1 through 5:
1 O -0.619
2 H 0.431
3 H 0.299
4 O -0.645
5 H 0.344

Order of stability, best first: #iii, #i, #ii